12
Properties=species:S:1:pos:R:3:forces:R:3 method="wB97M-V/def2-TZVPD" spin_multiplicity=1 gap_ev=9.79 largest_force_ev_per_a=1.3 de_lowest_ev=0.000 lumo_energy_ev=-0.385 homo_ev=-10.17
C 0.0844 -0.8947 -0.4932 -0.01 0.17 0.27
C 0.1346 0.4077 0.2839 0.52 -0.06 -0.48
O -1.0763 0.6044 1.0040 -0.19 -0.25 0.20
P -1.1683 0.9444 2.5405 0.06 -0.21 -0.50
O -2.4711 1.5543 2.7990 0.06 -0.58 0.89
I -0.2170 -1.1455 3.6804 -0.73 0.99 -0.47
H 0.9049 -0.9191 -1.2078 0.05 -0.05 -0.03
H 0.1683 -1.7504 0.1751 -0.03 -0.03 -0.01
H -0.8569 -0.9588 -1.0335 -0.03 -0.02 -0.07
H 0.2137 1.2546 -0.4061 0.07 -0.08 0.15
H 0.9914 0.4293 0.9657 -0.02 0.00 -0.05
H -0.0789 1.7662 2.8048 0.25 0.11 0.10